# 1
78
Properties=species:S:1:pos:R:3 method="wB97M-V/def2-TZVPD" gap_ha=0.19896 homo_ev=-5.485 relative_energy_kj_mol=37.40 energy_ha=-2998.045014
K -1.31415 0.48785 -0.75452
C -1.38407 1.92143 -3.97623
C -1.73383 0.47318 -4.33925
N -1.57992 -0.41577 -3.21325
C -2.46298 -1.54542 -3.13985
C -3.92970 -1.14884 -2.91711
S -4.23985 0.17457 -1.70454
C -4.31401 1.66216 -2.75960
C -3.26633 2.75673 -2.56318
N -1.87669 2.35509 -2.67046
H -1.73572 2.57911 -4.78819
H -0.29614 1.99749 -3.93976
H -1.10295 0.19253 -5.19596
H -2.76083 0.41859 -4.70150
H -0.58554 -0.62146 -3.01702
H -2.12773 -2.17273 -2.30827
H -2.44854 -2.18816 -4.03809
H -4.49133 -2.01565 -2.56630
H -4.40239 -0.83391 -3.84794
H -5.28848 2.12033 -2.58161
H -4.32151 1.31726 -3.79016
H -3.39725 3.19567 -1.57083
H -3.52860 3.54115 -3.29665
H -1.30104 3.12577 -2.35694
O -3.01040 1.96551 1.07045
N -2.27589 1.08877 1.84325
C -2.80786 0.63435 2.90257
C -2.10850 -0.30169 3.76513
C -2.74304 -0.62924 4.96896
C -2.17231 -1.49991 5.87424
C -0.94082 -2.06518 5.58498
C -0.29996 -1.75575 4.39514
C -0.85095 -0.87798 3.46283
P 0.01357 -0.53815 1.87052
C 1.45282 -1.65982 1.95491
C 1.18032 -3.00969 1.72455
C 2.20026 -3.94235 1.68194
C 3.51774 -3.53350 1.83170
C 3.80298 -2.19224 2.01951
C 2.77861 -1.25631 2.08370
C 0.72651 1.09980 2.28421
C 1.36856 1.30849 3.50453
C 1.92645 2.53811 3.81393
C 1.84016 3.58491 2.90781
C 1.17969 3.39740 1.70407
C 0.62067 2.16597 1.39714
H -3.90080 2.09002 1.44025
H -3.81090 0.94301 3.21283
H -3.70583 -0.18333 5.19023
H -2.68363 -1.73590 6.79765
H -0.47192 -2.74768 6.28155
H 0.65839 -2.21071 4.19130
H 0.15376 -3.33082 1.57972
H 1.97060 -4.98553 1.50741
H 4.31958 -4.25777 1.77436
H 4.83075 -1.86293 2.10195
H 3.02282 -0.21195 2.20922
H 1.43927 0.49594 4.21762
H 2.42903 2.67772 4.76263
H 2.27701 4.54661 3.14313
H 1.09372 4.21507 0.99963
H 0.07970 2.07416 0.46321
C 3.25509 -2.29354 -2.07246
Si 2.94186 -0.42740 -2.25185
C 3.35712 0.08197 -4.04057
C 4.29753 0.42795 -1.19990
C 1.20010 -0.06722 -1.85048
H 4.31595 -2.54548 -2.13799
H 2.72583 -2.84533 -2.85194
H 2.88839 -2.65355 -1.10743
H 4.39652 -0.12513 -4.30322
H 3.18864 1.15246 -4.18537
H 2.71567 -0.44890 -4.74679
H 5.30431 0.06256 -1.42162
H 4.11320 0.27674 -0.13341
H 4.28830 1.50648 -1.38018
H 0.92339 0.99490 -1.89865
H 0.87750 -0.51086 -0.89968



# 2
25
Properties=species:S:1:pos:R:3 method="wB97M-V/def2-TZVPD" gap_ha=0.31687 homo_ev=-7.982 relative_energy_kj_mol=0.00 energy_ha=-413.797864
B -1.61306 0.82136 -0.41301
C 0.20579 -1.21043 0.98138
C 0.20830 -0.29530 0.03851
C 1.38605 -2.10484 1.34064
C 1.52111 0.25842 -0.54279
C 2.67788 -1.31735 1.09841
C 2.70085 -0.75433 -0.32722
C -2.54432 1.11122 0.82679
C -2.82257 1.70546 -2.33838
O -1.80066 0.97687 -1.71355
H -0.74810 -1.30307 1.43767
H 1.32538 -2.22981 2.34612
H 1.35771 -2.90909 0.71126
H 1.25849 0.41727 -1.59679
H 1.97928 1.19853 -0.07027
H 2.81973 -0.56306 1.75224
H 3.57707 -1.82827 1.15034
H 2.78372 -1.53279 -1.01588
H 3.57061 -0.20871 -0.67609
H -3.51925 1.30701 0.64527
H -2.32899 1.96022 1.37357
H -2.51401 0.38373 1.60359
H -2.58928 2.22291 -3.33854
H -3.30247 2.21669 -1.57779
H -3.54690 0.79890 -2.54113



# 3
26
Properties=species:S:1:pos:R:3 method="wB97M-V/def2-TZVPD" gap_ha=0.36938 homo_ev=-9.242 relative_energy_kj_mol=42.06 smiles="O=[P@@H](OCc1ccccc1)n1ccnc1" energy_ha=-989.007059
O -1.49185 -0.60900 0.31882
P -1.23798 0.80961 0.26949
O 0.28032 1.44135 0.29593
C 1.32379 0.68198 -0.30561
C 1.57928 -0.57544 0.63709
C 1.57921 -0.37810 1.98344
C 1.81603 -1.47988 2.82003
C 2.11782 -2.70648 2.27041
C 1.88597 -2.96303 0.91264
C 1.75194 -1.85334 0.06813
N -1.88407 1.37494 -1.16641
C -2.58203 2.55535 -1.39004
C -2.97001 2.49233 -2.70569
N -2.50679 1.34958 -3.30213
C -1.95118 0.65459 -2.34709
H -1.75837 1.62176 1.25453
H 2.08574 1.24228 -0.65068
H 0.93740 0.18534 -1.29854
H 1.57492 0.62372 2.36498
H 1.98873 -1.38591 3.85798
H 2.00291 -3.51406 3.01353
H 2.07617 -3.84743 0.37987
H 1.41097 -1.91330 -0.95693
H -2.97937 3.21434 -0.62065
H -3.50578 3.25220 -3.30064
H -1.54374 -0.27340 -2.40247